Formula: C6H13NO
Source: OMol25
Level of theory: ωB97M-V/def2-TZVPD

ORCA input file:
```
! RIJCOSX wB97M-V def2-TZVPD def2/J DEFGRID3
* xyz 0 1
C -2.22 -0.36 -1.09
C -1.01 1.58 0.65
C -0.61 0.12 0.68
N -1.24 -0.80 -0.12
H -0.51 -0.26 1.69
H -3.14 -0.11 -0.55
H -2.44 -1.20 -1.75
H -1.91 0.51 -1.67
H -2.07 1.71 0.85
H -0.43 2.13 1.40
H -0.80 2.03 -0.32
C 1.70 -1.43 0.72
C 1.21 -0.17 0.04
C 2.04 0.89 -0.08
O 0.55 -0.57 -1.36
H 0.70 -1.50 -1.59
H 2.52 -1.88 0.16
H 2.04 -1.21 1.73
H 0.89 -2.16 0.78
H 3.00 0.90 0.42
H 1.74 1.79 -0.59
*
```

## Properties
**E_HOMO (spin up / spin down)**: -0.3025 / -0.2990 hartree
**ΔE to the lowest compared entry with this formula, charge and spin**: 130.7 kcal per mole
**Electronic energy**: -366.22560 a.u.
**LUMO level (spin up / spin down)**: -0.307 / 0.239 eV
**Maximum force**: 4.01 eV/Å

Results of the Löwdin charge analysis, in e, for atoms 1 through 6: -0.143, -0.080, -0.316, -0.016, 0.124, 0.086

Formula: CH4O4Si
Source: OMol25
Level of theory: ωB97M-V/def2-TZVPD

ORCA input file:
```
! RIJCOSX wB97M-V def2-TZVPD def2/J DEFGRID3
* xyz 0 1
C -0.80 0.65 -1.26
O -0.47 0.76 -2.41
O -0.86 -1.08 1.26
O 1.03 -1.56 -0.58
O 0.80 1.45 1.22
Si -0.01 -0.51 0.02
H -1.58 1.32 -0.85
H -1.06 -0.46 1.96
H 1.37 -2.31 -0.10
H 1.58 1.74 0.75
*
```

## Properties
**E_HOMO**: -0.3548 hartree
**ΔE to the lowest compared entry with this formula, charge and spin**: 62.7 kcal per mole
**Electronic energy**: -630.98440 a.u.
**LUMO level**: -0.326 eV
**Maximum force**: 4.09 eV/Å

Results of the Löwdin charge analysis, in e, for atoms 1 through 6: -0.289, 0.022, -0.085, -0.057, -0.352, 0.587

Formula: C3H4LiO4Sr
Source: OMol25
Level of theory: ωB97M-V/def2-TZVPD

ORCA input file:
```
! RIJCOSX wB97M-V def2-TZVPD def2/J DEFGRID3
* xyz 1 1
H -1.02 -0.45 1.45
C -0.29 -1.15 1.04
C -0.19 -2.54 1.48
O -0.82 -2.17 0.24
H 0.76 -3.06 1.36
H -0.86 -2.90 2.26
O 0.80 -0.46 0.53
H 1.49 0.60 1.06
O -0.04 1.32 -1.45
C 0.83 1.00 -0.70
Li -0.47 2.95 -2.37
Sr -1.71 5.23 -5.04
O 1.51 1.63 0.13
*
```

## Properties
**E_HOMO**: -0.3354 hartree
**ΔE to the lowest compared entry with this formula, charge and spin**: 101.8 kcal per mole
**Electronic energy**: -455.51201 a.u.
**LUMO level**: -4.317 eV
**Maximum force**: 5.30 eV/Å

Results of the Löwdin charge analysis, in e, for atoms 1 through 6: 0.161, -0.390, -0.043, 0.021, 0.127, 0.124

Formula: C10H7NO2
Source: OMol25
Level of theory: ωB97M-V/def2-TZVPD

ORCA input file:
```
! RIJCOSX wB97M-V def2-TZVPD def2/J DEFGRID3
* xyz 0 1
C -2.28 -0.07 1.87
C -2.00 -1.28 2.40
C -1.36 0.57 1.01
C -0.79 -1.84 2.04
C -0.12 0.05 0.64
C 0.13 -1.29 1.18
C 1.89 -0.24 -0.59
C 2.08 -1.60 -0.17
C 1.45 2.08 -3.45
C 0.84 0.57 -0.23
N 0.63 1.66 -4.18
O 2.24 2.39 -2.64
O 1.11 -1.98 0.74
H -3.26 0.35 2.21
H -2.62 -1.78 3.19
H -1.56 1.62 0.47
H -0.33 -2.78 2.48
H 2.73 0.15 -1.27
H 0.81 1.62 -0.56
H 0.41 1.79 -5.12
*
```

## Properties
**E_HOMO**: -0.3081 hartree
**ΔE to the lowest compared entry with this formula, charge and spin**: 85.0 kcal per mole
**Electronic energy**: -590.36744 a.u.
**LUMO level**: -0.559 eV
**Maximum force**: 5.33 eV/Å

Results of the Löwdin charge analysis, in e, for atoms 1 through 6: -0.108, -0.097, -0.027, -0.009, -0.163, -0.265

Formula: H26O13
Source: OMol25
Level of theory: ωB97M-V/def2-TZVPD

ORCA input file:
```
! RIJCOSX wB97M-V def2-TZVPD def2/J DEFGRID3
* xyz 0 1
H -0.22 0.81 -0.27
H -0.62 -0.29 0.70
H -2.43 0.82 0.08
H -2.88 2.26 0.26
H -1.82 -2.40 -0.69
H -3.30 -2.32 -0.36
H 3.31 1.17 2.10
H 4.41 1.80 1.26
H 1.22 6.16 -1.19
H 0.22 5.04 -0.94
H 2.87 -3.17 1.23
H 3.69 -4.27 1.88
H 1.11 -2.52 -1.67
H -0.26 -3.18 -1.64
H -1.79 -0.67 -3.45
H -1.56 -2.16 -3.26
H -3.65 -1.45 3.34
H -4.95 -1.16 2.62
H -1.83 2.67 -2.73
H -2.07 2.14 -1.32
H 3.02 -2.89 -1.21
H 4.07 -2.35 -2.16
H 1.50 1.97 -2.25
H 2.25 2.76 -1.19
H 0.47 0.66 3.71
H -1.02 0.68 3.38
O -0.04 -0.11 -0.05
O -3.22 1.36 0.21
O -2.66 -2.82 -0.88
O 3.94 1.91 2.09
O 1.00 5.46 -0.56
O 3.78 -3.44 1.41
O 0.47 -2.93 -1.07
O -2.07 -1.53 -3.78
O -4.51 -1.05 3.47
O -1.42 2.60 -1.86
O 3.71 -2.22 -1.28
O 1.45 2.24 -1.33
O -0.40 0.51 4.10
*
```

## Properties
**E_HOMO**: -0.4175 hartree
**ΔE to the lowest compared entry with this formula, charge and spin**: 80.4 kcal per mole
**Electronic energy**: -993.64507 a.u.
**LUMO level**: -0.493 eV
**Maximum force**: 0.66 eV/Å

Results of the Löwdin charge analysis, in e, for atoms 1 through 6: 0.001, 0.024, 0.005, 0.047, -0.004, 0.039

Formula: C6H9B
Source: OMol25
Level of theory: ωB97M-V/def2-TZVPD

ORCA input file:
```
! RIJCOSX wB97M-V def2-TZVPD def2/J DEFGRID3
* xyz 0 1
B -1.36 0.20 -0.19
C 1.38 1.37 -0.59
C 1.67 0.14 -0.22
C -0.73 0.77 1.20
C 0.28 0.57 0.07
C -2.77 -0.17 -0.57
C 2.85 -0.73 -0.42
H 1.75 2.23 -0.90
H -0.86 1.74 1.66
H -0.52 0.09 1.98
H -3.06 0.08 -1.63
H -3.35 0.24 0.20
H -2.88 -1.20 -0.36
H 3.44 -0.17 -1.02
H 2.55 -1.74 -0.80
H 3.37 -1.07 0.53
*
```

## Properties
**E_HOMO**: -0.2697 hartree
**ΔE to the lowest compared entry with this formula, charge and spin**: 93.5 kcal per mole
**Electronic energy**: -258.67039 a.u.
**SMILES string**: CB1C[C@]12C=C2C
**LUMO level**: 0.723 eV
**Maximum force**: 5.41 eV/Å

Results of the Löwdin charge analysis, in e, for atoms 1 through 6: -0.122, 0.076, -0.188, -0.064, -0.237, -0.040

Formula: C9H12N2O4
Source: OMol25
Level of theory: ωB97M-V/def2-TZVPD

ORCA input file:
```
! RIJCOSX wB97M-V def2-TZVPD def2/J DEFGRID3
* xyz -2 1
C 0.18 -0.54 0.18
C -2.93 0.02 1.01
C 1.41 -1.40 0.43
C 2.70 -0.70 0.08
C 2.78 0.72 0.61
C 1.66 1.58 0.09
C 0.19 0.94 0.29
C -2.13 -0.32 -0.24
C -2.91 -0.65 -1.56
N -0.71 1.39 -0.79
N -0.95 -1.13 -0.18
O -2.32 0.05 2.11
O -1.08 2.55 -0.64
O -0.99 -2.36 -0.50
O -4.15 0.20 0.86
H 1.51 -1.70 1.47
H 1.14 -2.25 -0.09
H 3.50 -1.43 0.34
H 2.57 -0.49 -1.02
H 2.59 0.64 1.66
H 3.67 1.16 0.32
H 1.80 2.46 0.64
H 1.91 1.89 -0.92
H -0.08 1.31 1.40
H -2.32 -0.37 -2.45
H -3.71 0.11 -1.57
H -3.34 -1.66 -1.53
*
```

## Properties
**E_HOMO (spin up / spin down)**: 0.0383 / 0.0379 hartree
**ΔE to the lowest compared entry with this formula, charge and spin**: 93.7 kcal per mole
**Electronic energy**: -760.39539 a.u.
**SMILES string**: CC(=C([O-])[O-])/[N+]([O-])=C1/CCCC[C@H]1N=O
**LUMO level (spin up / spin down)**: 5.637 / 5.637 eV
**Maximum force**: 2.83 eV/Å

Results of the Löwdin charge analysis, in e, for atoms 1 through 6: -0.158, -0.733, -0.150, -0.221, -0.250, -0.166

Formula: CH4N2O2
Source: OMol25
Level of theory: ωB97M-V/def2-TZVPD

ORCA input file:
```
! RIJCOSX wB97M-V def2-TZVPD def2/J DEFGRID3
* xyz 0 3
C 0.69 0.49 1.04
N -0.03 -0.83 -1.01
N -0.44 -0.35 0.29
O 1.86 0.35 0.82
O -1.57 0.44 0.19
H 0.08 1.08 1.82
H 0.83 -0.53 -1.36
H -0.09 -1.73 -1.31
H -1.34 1.10 -0.47
*
```

## Properties
**E_HOMO (spin up / spin down)**: -0.2073 / -0.3700 hartree
**<S²>**: 2.01
**ΔE to the lowest compared entry with this formula, charge and spin**: 76.2 kcal per mole
**Electronic energy**: -300.22408 a.u.
**LUMO level (spin up / spin down)**: 0.915 / -3.102 eV
**Maximum force**: 5.96 eV/Å

Results of the Löwdin charge analysis, in e, for atoms 1 through 6: -0.359, 0.106, -0.102, 0.020, -0.014, 0.129

Formula: C3H11N5
Source: OMol25
Level of theory: ωB97M-V/def2-TZVPD

ORCA input file:
```
! RIJCOSX wB97M-V def2-TZVPD def2/J DEFGRID3
* xyz 0 1
C -0.86 1.12 0.97
C -0.24 2.17 -1.26
C 0.24 -1.34 -0.32
H -0.77 1.66 2.12
H -2.02 1.50 0.70
H -0.72 -0.01 1.31
H -0.11 1.67 -2.69
H 0.62 3.21 -1.05
H -1.69 2.62 -1.09
H -1.29 -0.49 -1.17
H -1.00 -2.19 -1.14
H 1.60 0.07 0.18
H 1.93 -3.06 0.78
H 1.56 -2.26 2.64
N -0.01 1.05 -0.34
N -0.31 -0.18 -1.06
N -0.16 -2.50 -0.60
N 1.18 -1.05 0.68
N 2.07 -1.97 1.36
*
```

## Properties
**E_HOMO**: -0.3224 hartree
**ΔE to the lowest compared entry with this formula, charge and spin**: 265.9 kcal per mole
**Electronic energy**: -394.26193 a.u.
**LUMO level**: 0.469 eV
**Maximum force**: 5.24 eV/Å

Results of the Löwdin charge analysis, in e, for atoms 1 through 6: -0.122, -0.199, -0.583, 0.129, 0.089, 0.071

Formula: C20H42F6KNO13S2
Source: OMol25
Level of theory: ωB97M-V/def2-TZVPD

ORCA input file:
```
! RIJCOSX wB97M-V def2-TZVPD def2/J DEFGRID3
* xyz 0 1
K -1.27 2.70 -1.16
C 4.95 2.28 1.77
F 6.13 1.75 2.24
F 5.22 3.38 1.08
F 4.42 1.32 1.00
S 3.67 2.60 3.32
O 4.37 2.48 4.53
O 3.34 4.00 3.09
N 2.37 1.58 2.88
S 2.10 0.81 4.23
O 2.92 -0.39 4.33
O 1.97 1.63 5.44
C 0.32 0.17 3.88
F 0.28 -0.18 2.56
F -0.06 -0.92 4.63
F -0.64 1.02 4.14
C 2.45 -5.85 0.62
O 2.20 -6.66 1.83
C 1.26 -7.73 1.58
C 1.13 -8.59 2.78
O 2.44 -9.21 2.86
C 2.66 -9.88 4.07
C 4.01 -10.69 3.89
O 5.13 -9.76 3.85
C 6.40 -10.15 4.20
H 2.28 -6.35 -0.33
H 3.48 -5.54 0.80
H 1.95 -4.92 0.38
H 1.51 -8.46 0.81
H 0.28 -7.31 1.31
H 0.34 -9.33 2.62
H 0.89 -8.12 3.73
H 1.79 -10.48 4.37
H 2.84 -9.17 4.88
H 4.07 -11.38 3.05
H 4.04 -11.34 4.77
H 6.23 -10.67 5.15
H 6.98 -9.27 4.47
H 6.94 -10.80 3.51
C -1.53 6.87 2.17
O -1.81 6.71 0.70
C -2.90 7.48 0.10
C -3.11 7.46 -1.42
O -1.89 7.46 -2.18
C -0.91 8.51 -2.00
C 0.27 8.44 -3.03
O 1.15 7.41 -2.70
C 2.55 7.65 -2.97
H -0.59 6.53 2.60
H -2.31 6.36 2.73
H -1.45 7.93 2.39
H -2.63 8.53 0.27
H -3.80 7.28 0.68
H -3.77 8.24 -1.79
H -3.45 6.44 -1.58
H -0.52 8.40 -0.99
H -1.59 9.36 -2.01
H 0.68 9.43 -2.83
H -0.16 8.50 -4.04
H 3.08 8.25 -2.23
H 2.86 7.86 -4.00
H 2.90 6.61 -2.92
C -0.43 1.18 -5.05
O -1.63 0.50 -4.67
C -2.35 -0.22 -5.75
C -3.80 -0.34 -5.23
O -3.98 -0.82 -3.83
C -5.25 -1.43 -3.43
C -6.29 -0.34 -3.12
O -5.82 0.73 -2.33
C -6.22 0.63 -0.96
H 0.26 0.57 -5.64
H 0.18 1.45 -4.19
H -0.75 2.10 -5.53
H -1.66 -1.06 -5.87
H -2.44 0.46 -6.59
H -4.33 -1.04 -5.88
H -4.35 0.59 -5.15
H -5.14 -1.96 -2.48
H -5.78 -2.13 -4.08
H -7.14 -0.85 -2.65
H -6.61 0.03 -4.09
H -5.76 1.40 -0.34
H -5.92 -0.30 -0.48
H -7.29 0.60 -0.78
*
```

## Properties
**E_HOMO**: -0.3048 hartree
**ΔE to the lowest compared entry with this formula, charge and spin**: 196.7 kcal per mole
**Electronic energy**: -3815.20380 a.u.
**LUMO level**: -1.675 eV
**Maximum force**: 5.07 eV/Å

Results of the Löwdin charge analysis, in e, for atoms 1 through 6: 0.911, -0.572, 0.082, 0.128, 0.090, 0.628

Formula: C47H52AsN8O3PbS4
Source: OMol25
Level of theory: ωB97M-V/def2-TZVPD

ORCA input file:
```
! RIJCOSX wB97M-V def2-TZVPD def2/J DEFGRID3
* xyz 1 1
Pb 0.33 -0.30 -0.52
C -5.97 -1.51 -0.19
C -5.94 -0.07 -0.70
N -4.79 0.70 -0.22
C -5.08 1.76 0.74
C -5.52 1.22 2.10
C -3.60 0.47 -0.80
S -2.17 1.47 -0.30
N -3.54 -0.33 -1.81
C -2.59 -1.04 -2.45
O -1.50 -1.43 -2.01
C -3.03 -1.48 -3.81
C -2.59 -2.71 -4.29
C -3.02 -3.17 -5.53
C -3.86 -2.39 -6.30
C -4.29 -1.15 -5.84
C -3.89 -0.70 -4.59
H -6.85 -2.01 -0.58
H -5.99 -1.54 0.90
H -5.09 -2.04 -0.54
H -6.84 0.46 -0.38
H -5.91 -0.07 -1.79
H -5.89 2.37 0.32
H -4.22 2.41 0.84
H -6.46 0.68 2.02
H -5.66 2.05 2.79
H -4.78 0.53 2.52
H -1.94 -3.31 -3.67
H -2.69 -4.14 -5.89
H -4.20 -2.74 -7.27
H -4.95 -0.54 -6.44
H -4.22 0.26 -4.22
O -2.62 -1.94 2.94
C -1.93 -3.04 3.32
C -2.55 -3.94 4.19
C -1.89 -5.08 4.59
C -0.60 -5.35 4.15
C 0.02 -4.47 3.29
C -0.62 -3.30 2.87
C 0.05 -2.37 1.93
O -0.63 -1.37 1.47
N 1.30 -2.61 1.66
N 1.92 -1.76 0.74
C 3.20 -1.91 0.75
S 3.91 -3.10 1.82
C 5.64 -2.68 1.37
C 5.67 -2.13 -0.04
S 4.27 -0.96 -0.23
H -2.06 -1.51 2.26
H -3.55 -3.72 4.53
H -2.39 -5.77 5.26
H -0.09 -6.25 4.47
H 1.03 -4.64 2.94
H 6.22 -3.59 1.44
H 6.01 -1.95 2.09
H 5.53 -2.92 -0.78
H 6.58 -1.58 -0.25
S 4.40 6.69 0.08
N 4.04 5.59 1.20
C 3.28 4.67 0.61
C 2.73 3.50 1.25
C 2.89 3.23 2.61
C 2.31 2.10 3.13
C 1.61 1.25 2.28
N 1.45 1.50 0.99
C 1.99 2.61 0.46
C 1.74 2.89 -0.97
N 1.00 2.02 -1.66
C 0.68 2.29 -2.92
C 1.12 3.43 -3.58
C 1.92 4.32 -2.90
C 2.24 4.06 -1.57
C 3.05 4.95 -0.76
N 3.63 6.06 -1.18
H 3.45 3.92 3.22
H 2.40 1.85 4.18
H 1.15 0.34 2.65
H 0.05 1.56 -3.41
H 0.83 3.61 -4.61
H 2.31 5.21 -3.37
C 0.74 -2.03 -5.84
C 0.72 -0.99 -4.72
As 1.67 -1.48 -3.05
C 1.62 -3.46 -3.13
C 2.54 -4.12 -2.11
C 3.49 -1.17 -3.75
C 3.86 0.31 -3.72
H 0.26 -1.64 -6.73
H 0.21 -2.93 -5.54
H 1.77 -2.31 -6.10
H -0.31 -0.75 -4.47
H 1.20 -0.07 -5.07
H 1.88 -3.77 -4.14
H 0.58 -3.74 -2.94
H 3.57 -3.80 -2.25
H 2.50 -5.20 -2.21
H 2.24 -3.87 -1.09
H 3.55 -1.56 -4.77
H 4.19 -1.73 -3.13
H 3.23 0.89 -4.40
H 4.90 0.46 -4.03
H 3.74 0.73 -2.72
C -2.11 1.40 1.54
C -1.94 2.75 2.19
C -1.23 3.77 1.56
C -1.02 4.98 2.21
C -1.51 5.18 3.49
C -2.22 4.17 4.12
C -2.44 2.96 3.47
H -3.01 0.89 1.90
H -1.27 0.75 1.78
H -0.85 3.63 0.56
H -0.48 5.77 1.71
H -1.34 6.12 4.00
H -2.62 4.32 5.11
H -3.00 2.18 3.96
*
```

## Properties
**E_HOMO**: -0.3542 hartree
**ΔE to the lowest compared entry with this formula, charge and spin**: 10.1 kcal per mole
**Electronic energy**: -6507.25603 a.u.
**LUMO level**: -2.985 eV
**Maximum force**: 1.07 eV/Å

Results of the Löwdin charge analysis, in e, for atoms 1 through 6: 1.297, -0.055, -0.186, -0.090, -0.206, -0.058

Formula: C17H27BI2NO3V
Source: OMol25
Level of theory: ωB97M-V/def2-TZVPD

ORCA input file:
```
! RIJCOSX wB97M-V def2-TZVPD def2/J DEFGRID3
* xyz 0 1
C -0.26 -0.49 5.67
C -1.15 0.17 4.62
C -2.26 -0.79 4.18
C -0.37 0.79 3.45
C 0.79 -0.04 2.88
B 0.71 -0.29 1.28
C 1.83 0.59 0.36
C 1.26 0.82 -1.04
C 0.48 2.10 -1.12
O -0.38 2.35 -0.35
N 0.77 3.05 -2.19
C 0.36 2.57 -3.48
C 0.97 1.54 -4.17
C 0.49 1.10 -5.40
C -0.62 1.73 -5.97
C -1.23 2.77 -5.30
C -0.75 3.19 -4.06
C 0.97 -1.89 0.72
I 2.76 -2.75 1.47
C -0.31 -2.67 1.06
C -0.30 -3.52 2.31
I -0.75 -3.89 -0.68
H 0.06 -1.47 5.32
H 0.65 0.08 5.86
H -0.81 -0.64 6.59
H -1.66 0.99 5.12
H -3.05 -0.78 4.92
H -1.91 -1.81 4.07
H -2.70 -0.41 3.26
H 0.01 1.74 3.79
H -1.10 1.03 2.67
H 1.71 0.52 3.08
H 0.92 -0.99 3.41
H -0.40 -0.01 0.89
H 2.02 1.53 0.87
H 2.75 0.02 0.29
H 0.61 -0.01 -1.32
H 2.09 0.84 -1.74
H 1.78 3.20 -2.19
H 1.84 1.04 -3.77
H 0.98 0.30 -5.91
H -1.00 1.42 -6.93
H -2.09 3.27 -5.73
H -1.23 3.99 -3.52
H 1.12 -1.86 -0.35
H -1.13 -1.98 1.13
H 0.35 -4.38 2.19
H -1.30 -3.90 2.47
H -0.01 -2.93 3.17
O -2.06 -1.68 -7.86
V -0.53 -1.70 -7.23
O 1.06 -1.88 -6.77
*
```

## Properties
**E_HOMO**: -0.2827 hartree
**Electronic energy**: -2508.34336 a.u.
**LUMO level**: -5.920 eV
**Maximum force**: 1.76 eV/Å

Results of the Löwdin charge analysis, in e, for atoms 1 through 6: -0.082, -0.430, -0.063, -0.189, -0.157, -0.559

What did the twelfth record say?
Formula: C17H27BI2NO3V
Source: OMol25
Level of theory: ωB97M-V/def2-TZVPD

ORCA input file:
```
! RIJCOSX wB97M-V def2-TZVPD def2/J DEFGRID3
* xyz 0 1
C -0.26 -0.49 5.67
C -1.15 0.17 4.62
C -2.26 -0.79 4.18
C -0.37 0.79 3.45
C 0.79 -0.04 2.88
B 0.71 -0.29 1.28
C 1.83 0.59 0.36
C 1.26 0.82 -1.04
C 0.48 2.10 -1.12
O -0.38 2.35 -0.35
N 0.77 3.05 -2.19
C 0.36 2.57 -3.48
C 0.97 1.54 -4.17
C 0.49 1.10 -5.40
C -0.62 1.73 -5.97
C -1.23 2.77 -5.30
C -0.75 3.19 -4.06
C 0.97 -1.89 0.72
I 2.76 -2.75 1.47
C -0.31 -2.67 1.06
C -0.30 -3.52 2.31
I -0.75 -3.89 -0.68
H 0.06 -1.47 5.32
H 0.65 0.08 5.86
H -0.81 -0.64 6.59
H -1.66 0.99 5.12
H -3.05 -0.78 4.92
H -1.91 -1.81 4.07
H -2.70 -0.41 3.26
H 0.01 1.74 3.79
H -1.10 1.03 2.67
H 1.71 0.52 3.08
H 0.92 -0.99 3.41
H -0.40 -0.01 0.89
H 2.02 1.53 0.87
H 2.75 0.02 0.29
H 0.61 -0.01 -1.32
H 2.09 0.84 -1.74
H 1.78 3.20 -2.19
H 1.84 1.04 -3.77
H 0.98 0.30 -5.91
H -1.00 1.42 -6.93
H -2.09 3.27 -5.73
H -1.23 3.99 -3.52
H 1.12 -1.86 -0.35
H -1.13 -1.98 1.13
H 0.35 -4.38 2.19
H -1.30 -3.90 2.47
H -0.01 -2.93 3.17
O -2.06 -1.68 -7.86
V -0.53 -1.70 -7.23
O 1.06 -1.88 -6.77
*
```

## Properties
**E_HOMO**: -0.2827 hartree
**Electronic energy**: -2508.34336 a.u.
**LUMO level**: -5.920 eV
**Maximum force**: 1.76 eV/Å

Results of the Löwdin charge analysis, in e, for atoms 1 through 6: -0.082, -0.430, -0.063, -0.189, -0.157, -0.559